Entry 1:
This record from the OMol25 dataset describes 4 unconnected molecules or ions with the total composition C18H42N2O4 in a non-equilibrium geometry. The level of theory is ωB97M-V with the def2-TZVPD basis set.

Values from the calculation:
relative energy (zero: lowest compared OMol25 entry of this formula, charge and spin) = 13.87 kcal/mol
HOMO = -7.843 eV
structure (SMILES) = CC1(C)CCCC(C)(C)N1O.CC1(C)CCCC(C)(C)N1O.O.O

Element x y z (Å)
1 O 0.116 -1.953 1.321
2 H 0.966 -1.878 0.878
3 H 0.210 -1.419 2.122
4 O -2.852 -2.039 0.976
5 H -1.913 -2.243 1.076
6 H -3.125 -2.513 0.187
7 C 0.088 1.799 -2.671
8 C 0.540 0.539 -3.424
9 C 0.508 -0.587 -2.396
10 C -0.893 -1.124 -2.135
11 C -1.587 -1.568 -3.419
12 C -1.590 -0.502 -4.542
13 N -0.322 0.207 -4.540
14 O -0.052 0.920 -5.734
15 C -1.783 -1.229 -5.864
16 C -2.763 0.457 -4.325
17 C 1.971 0.715 -3.912
18 H -0.922 1.674 -2.288
19 H 0.122 2.692 -3.297
20 H 0.782 1.941 -1.838
21 H 1.145 -1.434 -2.681
22 H 0.914 -0.181 -1.468
23 H -1.502 -0.351 -1.656
24 H -0.815 -1.955 -1.433
25 H -2.646 -1.662 -3.149
26 H -1.238 -2.548 -3.742
27 H -1.715 -0.556 -6.717
28 H -1.054 -2.027 -6.025
29 H -2.769 -1.702 -5.863
30 H -3.728 -0.056 -4.302
31 H -2.665 0.999 -3.384
32 H -2.794 1.187 -5.137
33 H 2.643 0.801 -3.054
34 H 2.077 1.604 -4.531
35 H 2.309 -0.163 -4.468
36 H 0.658 0.433 -6.166
37 C 1.684 2.401 3.097
38 C 1.302 1.020 2.545
39 C 2.439 0.029 2.769
40 C 2.514 -0.470 4.185
41 C 1.175 -0.991 4.748
42 C -0.027 -0.099 4.452
43 N 0.083 0.446 3.093
44 O -1.011 1.341 2.907
45 C -1.279 -0.989 4.465
46 C -0.137 0.970 5.536
47 C 1.096 1.157 1.034
48 H 1.833 2.370 4.180
49 H 2.629 2.762 2.689
50 H 0.890 3.126 2.924
51 H 2.404 -0.769 2.015
52 H 3.374 0.552 2.540
53 H 3.295 -1.207 4.368
54 H 2.794 0.395 4.802
55 H 1.325 -1.016 5.829
56 H 0.988 -2.008 4.396
57 H -1.268 -1.624 5.350
58 H -1.292 -1.583 3.552
59 H -2.193 -0.393 4.471
60 H 0.833 1.405 5.784
61 H -0.502 0.513 6.461
62 H -0.822 1.772 5.269
63 H 0.664 0.226 0.658
64 H 0.340 1.924 0.843
65 H 2.008 1.451 0.519
66 H -1.457 1.006 2.121

Entry 2:
This record from the OMol25 dataset describes a single C5H6O molecule. The level of theory is ωB97M-V with the def2-TZVPD basis set.

Values from the calculation:
relative energy (zero: lowest compared OMol25 entry of this formula, charge and spin) = 64.74 kcal/mol
HOMO = -9.513 eV
structure (SMILES) = CC#C[C@H]1CO1

Element x y z (Å)
1 C -2.615 -0.130 0.148
2 C -1.252 0.072 -0.379
3 C -0.050 0.188 -0.404
4 C 1.352 0.548 -0.341
5 C 2.358 -0.369 0.215
6 O 2.278 -0.119 -1.186
7 H -3.194 -0.890 -0.384
8 H -2.479 -0.435 1.179
9 H -3.176 0.816 0.130
10 H 1.498 1.625 -0.233
11 H 2.051 -1.366 0.536
12 H 3.229 0.058 0.718